{"formula": "C23H50NO5P2PrSSi", "method": "ωB97M-V with the def2-TZVPD basis set", "lumo_energy_ha": [-0.320, -0.321], "s2": 2.00, "gap_ha": [0.199, 0.199], "charge": 2, "multiplicity": 3, "species": ["Pr", "P", "C", "C", "N", "C", "C", "C", "C", "C", "P", "H", "H", "H", "H", "H", "H", "H", "H", "O", "H", "H", "O", "H", "C", "H", "H", "H", "C", "H", "H", "H", "C", "H", "H", "H", "C", "H", "H", "H", "C", "C", "C", "C", "O", "Si", "S", "O", "C", "C", "C", "C", "O", "C", "C", "C", "C", "H", "H", "H", "H", "H", "H", "H", "H", "H", "H", "H", "H", "H", "H", "H", "H", "H", "H", "H", "H", "H", "H", "H", "H", "H", "H", "H"], "positions_angstrom": [[-0.33116, -0.24155, -1.66353], [-0.03103, -3.16648, -1.66621], [-1.61304, -3.66861, -2.36728], [-2.84968, -2.85509, -2.11819], [-2.73925, -1.64070, -1.52785], [-3.83059, -1.06103, -0.99212], [-5.09548, -1.64410, -1.08271], [-5.23392, -2.84393, -1.78941], [-4.10913, -3.45868, -2.33080], [-3.71260, 0.31808, -0.31842], [-2.59624, 1.68275, -1.10816], [-4.16446, -4.36009, -2.95754], [-5.95960, -1.14030, -0.66334], [-6.23916, -3.27685, -1.92089], [-4.76293, 0.67055, -0.31233], [-3.33584, 0.32139, 0.72136], [-1.62150, -3.91911, -3.41638], [-1.79682, -4.56968, -1.77202], [-0.97157, 0.35027, -5.89938], [-1.09739, -0.20081, -6.72132], [-2.06209, -0.34570, -6.78658], [-0.78013, 2.45685, -1.31656], [0.20203, 1.32196, -2.95813], [0.33486, 2.00431, -3.69493], [-3.70805, 2.04856, -2.51601], [-4.73474, 2.18754, -2.11123], [-3.39347, 2.96740, -3.04255], [-3.67875, 1.21826, -3.19079], [-3.12199, 3.03572, 0.02354], [-2.53943, 3.91360, -0.26772], [-4.18601, 3.24554, -0.12142], [-2.92123, 2.82848, 1.07668], [0.42470, -4.55817, -0.54233], [0.95660, -5.39179, -1.07844], [1.07846, -4.16041, 0.21627], [-0.42788, -4.99868, -0.05713], [1.06749, -3.44624, -3.06478], [1.98109, -2.83651, -2.99180], [1.34132, -4.50577, -3.11179], [0.57288, -3.15207, -3.99567], [2.81405, 2.55119, -0.88097], [2.87629, 1.04644, -0.73234], [3.25206, 0.36053, -2.04091], [3.96487, 0.66906, 0.30178], [1.55814, 0.50703, -0.33249], [1.06375, 0.40183, 1.31015], [-0.90849, 0.00229, 1.13087], [1.95494, -0.86409, 1.86494], [2.07720, -1.38936, 3.21022], [0.94674, -2.41016, 3.46256], [3.44758, -2.09843, 3.25797], [2.03587, -0.29618, 4.31500], [1.55326, 1.76260, 2.11936], [0.86950, 2.96875, 2.61974], [-0.22251, 2.57755, 3.55602], [1.92564, 3.76390, 3.36064], [0.29771, 3.78792, 1.45603], [3.62284, 2.87844, -1.54671], [2.94112, 3.02527, 0.07483], [1.88346, 2.88954, -1.33070], [4.27044, 0.65848, -2.33799], [3.30133, -0.75199, -1.90868], [2.55624, 0.58844, -2.85456], [3.79028, 1.21779, 1.22122], [3.94660, -0.41479, 0.48629], [4.92998, 0.94929, -0.11540], [1.04078, -3.21969, 2.72651], [1.06078, -2.80263, 4.48342], [-0.03533, -1.91879, 3.34473], [4.26454, -1.37602, 3.01004], [3.60467, -2.50395, 4.26757], [3.44944, -2.92424, 2.51522], [2.76310, 0.51637, 4.08317], [0.99637, 0.09082, 4.43847], [2.34779, -0.75257, 5.28994], [0.18537, 2.02806, 4.40456], [-0.68597, 3.50109, 3.94868], [-1.00445, 1.95506, 3.05750], [2.74639, 4.12325, 2.70700], [1.44451, 4.64096, 3.81201], [2.34247, 3.16223, 4.18594], [1.08497, 4.14353, 0.77845], [-0.41094, 3.15442, 0.88164], [-0.25771, 4.67186, 1.83620]], "atomic_forces_ev_per_a": [[0.910, -0.375, 1.319], [0.730, -0.269, 0.370], [-1.198, -0.560, 0.260], [-0.839, 0.484, 0.908], [0.323, -0.131, -0.014], [-0.135, 0.521, -0.158], [0.546, -0.008, -0.222], [-0.244, -0.100, -0.193], [0.329, 0.534, -0.103], [0.504, -1.150, 0.127], [-1.710, 2.474, 1.504], [-0.065, 0.334, 0.595], [0.076, -0.144, 0.007], [0.660, 0.191, 0.060], [0.784, 0.744, -0.154], [-0.253, -0.464, -0.513], [0.482, -0.394, -0.365], [-0.224, -0.296, -0.575], [-0.285, -0.806, -1.453], [-0.417, 0.632, 1.526], [0.693, 0.179, -0.030], [-2.384, -2.047, -0.301], [-0.229, 1.823, -1.971], [-0.129, -1.458, 1.730], [0.635, 0.972, -0.205], [0.767, -0.171, -0.176], [-0.194, -0.434, 0.163], [-0.186, -0.435, -0.614], [0.564, 0.173, -0.096], [-0.211, 0.078, 0.151], [0.183, -0.170, -0.006], [0.084, -0.146, -0.159], [0.588, -0.312, -0.719], [-0.490, 0.944, 0.290], [0.298, 0.034, 0.336], [-0.504, 0.043, 0.277], [0.734, 0.161, -0.655], [-0.151, -0.349, 0.067], [0.008, 0.243, -0.222], [0.071, -0.100, 0.023], [0.107, 0.003, -0.559], [1.121, -0.630, -0.120], [0.125, -0.878, -0.136], [-0.709, -0.241, -0.404], [-0.264, 0.120, 0.302], [2.260, 0.499, 1.043], [-1.215, -0.154, -0.805], [-0.650, 0.625, 0.006], [0.345, -0.319, 0.902], [0.349, 0.526, -0.271], [-0.117, 0.308, -0.452], [0.161, -0.148, 0.003], [-0.810, -0.238, -0.699], [0.645, -0.158, -0.819], [-1.177, -0.152, 0.441], [0.408, 0.284, 0.242], [-0.150, 0.080, -0.227], [-0.106, -0.044, 0.235], [-0.002, 0.281, 0.407], [-0.170, -0.066, -0.081], [-0.480, 0.010, 0.008], [-0.124, 0.785, 0.027], [0.138, 0.091, 0.050], [0.148, -0.084, 0.223], [0.101, 0.420, 0.005], [0.040, 0.065, 0.057], [-0.147, 0.059, 0.264], [-0.200, -0.004, -0.373], [0.344, -0.286, 0.150], [-0.612, -0.603, 0.246], [0.079, 0.050, -0.386], [0.152, 0.440, 0.455], [-0.700, -0.468, 0.168], [0.850, -0.107, -0.108], [-0.343, 0.314, -0.852], [-0.110, 0.005, -0.030], [0.050, -0.467, -0.119], [0.564, 0.502, 0.410], [-0.464, -0.330, 0.297], [0.171, -0.101, -0.097], [-0.073, 0.212, -0.396], [-0.190, -0.103, 0.208], [0.206, 0.200, 0.164], [0.328, -0.545, -0.191]]}

***

{"formula": "C7H8BrNO", "method": "ωB97M-V with the def2-TZVPD basis set", "lumo_energy_ha": 0.010, "de_lowest_kj_mol": 238.28, "gap_ha": 0.365, "charge": 0, "species": ["C", "C", "C", "C", "C", "C", "C", "N", "O", "Br", "H", "H", "H", "H", "H", "H", "H", "H"], "positions_angstrom": [[-2.18941, -0.39432, -0.29318], [-1.66297, 0.21704, -1.36522], [1.10640, 0.49052, 0.92244], [-1.11165, -0.84288, 0.67715], [-0.18557, 0.38968, -1.25786], [2.10328, -0.54035, 0.51227], [0.19037, -0.27987, 0.06355], [1.24461, 1.44409, 1.70099], [1.20090, -1.34470, -0.17438], [3.51562, 0.31528, -0.75444], [-3.19326, -0.62548, 0.02048], [-2.07159, 0.70271, -2.26789], [-1.35233, -0.19823, 1.44273], [-1.14883, -1.88560, 0.97676], [0.19907, 0.07643, -2.15306], [0.14318, 1.36901, -1.26724], [2.87286, -0.90732, 1.22936], [0.33933, 2.01401, 1.98755]], "atomic_forces_ev_per_a": [[0.770, -0.571, -1.134], [-0.705, 0.804, 0.366], [1.039, -0.940, -0.222], [-0.060, 0.759, -2.090], [-1.827, -0.735, 1.705], [3.298, 0.298, -0.123], [-2.105, -1.947, -1.584], [-2.190, 2.032, 1.653], [0.310, 1.328, 1.481], [-0.643, -0.193, 0.200], [-0.407, 0.145, -0.630], [-0.600, -0.539, 0.814], [-0.133, 0.914, 2.809], [0.322, -0.004, -0.071], [1.789, -1.832, -1.874], [0.217, 2.530, 0.330], [-1.172, -0.474, -0.418], [2.096, -1.575, -1.210]]}

***

{"formula": "C37H32GeN2O6PdS2", "method": "ωB97M-V with the def2-TZVPD basis set", "lumo_energy_ha": 0.162, "de_lowest_kj_mol": 138.71, "gap_ha": 0.194, "charge": -2, "species": ["Pd", "C", "C", "O", "C", "C", "C", "C", "C", "C", "O", "H", "H", "H", "H", "H", "H", "H", "S", "C", "N", "C", "C", "S", "H", "H", "H", "H", "H", "C", "Ge", "C", "C", "C", "C", "C", "C", "C", "C", "C", "C", "C", "C", "C", "C", "C", "C", "C", "C", "H", "H", "H", "H", "H", "H", "H", "H", "H", "H", "H", "H", "H", "H", "H", "H", "O", "C", "O", "C", "C", "C", "C", "C", "C", "N", "O", "O", "H", "H", "H", "H"], "positions_angstrom": [[0.39160, -0.44280, -0.34620], [0.06480, -0.68950, 3.71530], [-0.11060, -1.38760, 2.37680], [0.78650, -1.16510, 1.51710], [-1.23570, -2.24860, 2.14770], [-1.88330, -2.88980, 3.21600], [-2.91280, -3.78170, 3.01890], [-3.33780, -4.05930, 1.72040], [-2.75650, -3.43360, 0.64610], [-1.70570, -2.48950, 0.79810], [-1.26440, -1.89270, -0.23840], [0.76540, 0.13130, 3.56360], [0.47040, -1.36050, 4.47350], [-0.89060, -0.30060, 4.06150], [-1.53980, -2.69910, 4.22460], [-3.38370, -4.26410, 3.86750], [-4.13760, -4.77350, 1.56040], [-3.09280, -3.63920, -0.36410], [-1.22430, 2.26660, 0.49480], [-0.86170, 3.66510, -0.29590], [-1.35470, 4.06770, -1.49210], [-0.86400, 5.33550, -1.98670], [0.37460, 5.74820, -1.19350], [0.16290, 4.94630, 0.43050], [-1.34260, 3.32520, -2.22090], [-1.65510, 6.08670, -1.86310], [-0.63390, 5.24020, -3.04940], [0.45830, 6.82530, -1.05710], [1.28790, 5.35520, -1.64090], [2.17510, 0.45560, -0.38420], [2.80400, -0.67470, -1.87300], [2.44870, -2.57200, -1.31870], [2.72350, -2.94830, -0.00720], [2.64630, -4.26970, 0.38920], [2.28360, -5.24900, -0.51930], [1.99120, -4.89370, -1.82330], [2.07950, -3.57020, -2.21650], [2.05840, -0.61160, -3.71860], [0.81880, -1.19950, -3.94430], [0.27750, -1.23820, -5.21480], [0.97080, -0.69150, -6.28290], [2.21550, -0.12220, -6.07350], [2.75170, -0.08230, -4.79600], [4.80540, -0.69880, -2.13680], [5.49340, -1.90360, -2.12720], [6.86780, -1.94450, -2.26080], [7.58220, -0.76740, -2.40160], [6.91410, 0.44540, -2.40570], [5.53700, 0.47340, -2.27630], [2.70050, 0.21770, 0.54730], [3.02400, -2.19310, 0.70530], [2.88200, -4.53930, 1.40940], [2.23080, -6.28410, -0.20890], [1.70590, -5.65770, -2.53730], [1.87330, -3.32060, -3.24970], [0.27110, -1.60730, -3.10120], [-0.69190, -1.69040, -5.37080], [0.53860, -0.70150, -7.27630], [2.77510, 0.27930, -6.91100], [3.71710, 0.37630, -4.62190], [4.93210, -2.82010, -2.01110], [7.38420, -2.89630, -2.25130], [8.66020, -0.79670, -2.49320], [7.47240, 1.36840, -2.50050], [5.01980, 1.42240, -2.27690], [-0.41190, 2.35830, -3.22410], [0.27670, 1.71490, -2.39180], [-0.07070, 0.53960, -2.03920], [1.53200, 2.32300, -1.89070], [2.20740, 3.16250, -2.74920], [3.42670, 3.75580, -2.41020], [4.02660, 3.47100, -1.19330], [3.41200, 2.63290, -0.27330], [2.08620, 1.97710, -0.54410], [4.01470, 2.42420, 0.94530], [3.41770, 1.78640, 1.83890], [5.15900, 2.90380, 1.14590], [1.76850, 3.34360, -3.72120], [3.91420, 4.42880, -3.10170], [4.98530, 3.89270, -0.92330], [1.39200, 2.29240, 0.26250]], "atomic_forces_ev_per_a": [[0.209, -0.081, -0.026], [0.164, -0.093, -0.259], [1.251, 0.338, -0.532], [-0.998, -0.121, 1.549], [-0.391, -0.127, -0.554], [-0.110, 0.032, 0.006], [0.169, 0.063, 0.783], [0.119, 0.194, -0.676], [-0.618, -0.631, 0.175], [0.788, 0.699, -0.657], [-0.491, -0.160, 0.404], [-0.019, -0.059, 0.013], [-0.015, -0.078, 0.023], [-0.038, -0.022, 0.060], [0.010, 0.046, 0.072], [0.041, -0.015, -0.011], [-0.039, -0.009, -0.037], [0.070, 0.064, 0.029], [-0.087, 0.357, 0.007], [-0.488, 0.485, 0.482], [0.471, -0.264, 0.103], [-0.104, 0.471, 0.053], [0.172, -0.232, 0.223], [-0.308, -0.326, -0.427], [-0.152, -0.017, 0.237], [0.077, 0.046, -0.064], [-0.008, -0.036, 0.023], [-0.052, 0.004, -0.074], [-0.007, 0.054, 0.002], [-0.290, -0.258, -0.434], [0.545, -0.390, -0.166], [0.264, 0.425, -0.253], [0.138, 0.129, -0.045], [0.047, -0.063, 0.177], [-0.049, -0.160, 0.072], [-0.033, -0.242, -0.022], [0.076, 0.141, -0.180], [0.172, -0.006, 0.641], [-0.109, -0.034, 0.102], [-0.119, -0.085, -0.057], [0.031, 0.010, -0.129], [0.061, 0.026, -0.224], [0.154, 0.077, 0.198], [-0.735, 0.044, 0.165], [-0.205, -0.162, -0.029], [0.219, -0.138, -0.039], [0.196, -0.007, 0.014], [0.177, 0.063, -0.059], [-0.172, 0.198, -0.032], [-0.169, -0.158, -0.259], [-0.017, 0.049, 0.129], [-0.005, -0.023, 0.115], [-0.029, -0.082, 0.021], [-0.020, 0.011, -0.044], [0.021, 0.009, 0.006], [-0.069, 0.023, -0.158], [-0.111, -0.005, -0.011], [-0.003, -0.036, -0.040], [-0.018, 0.082, 0.016], [0.099, 0.021, -0.085], [0.034, -0.172, 0.021], [0.043, -0.055, 0.007], [0.083, 0.013, -0.016], [-0.018, 0.056, 0.002], [-0.011, 0.153, 0.021], [0.128, -0.309, -0.198], [-0.128, 0.054, -0.532], [-0.370, -0.060, 0.179], [0.541, 1.141, -0.908], [-1.501, -1.148, 0.689], [1.493, 0.571, 0.533], [-0.312, 0.262, -0.532], [0.003, -0.123, -0.176], [-0.138, -0.807, 0.861], [0.288, 0.309, -0.118], [0.043, 0.155, -0.035], [0.064, -0.050, 0.333], [-0.106, 0.007, -0.058], [0.087, 0.007, -0.088], [-0.025, 0.054, -0.014], [0.135, -0.102, -0.289]]}